i | ORCA calculation (wB97M-V/def2-TZVPD) on a structure of composition C31H46As3IrN4O.

The calculation puts the molecular weight at 907.7 g mol⁻¹. Its spin multiplicity is 6. As for the total charge: +3.

CARTESIAN COORDINATES (ANGSTROEM)
Ir 0.2858 0.0961 -1.0206
C 3.9559 -1.0078 1.7555
C 4.4661 0.2342 2.1017
C 3.9300 1.3593 1.5006
C 2.8911 1.2253 0.5790
N 2.3771 0.0222 0.2786
C 2.9131 -1.0551 0.8430
C 2.3222 2.3853 -0.1216
C 2.9988 3.6049 -0.1699
C 2.4332 4.6605 -0.8637
C 1.2046 4.4843 -1.4759
C 0.5880 3.2319 -1.4127
N 1.1510 2.2153 -0.7458
C -0.6569 2.9389 -2.1360
C -1.4411 3.9301 -2.7279
C -2.5792 3.5701 -3.4283
C -2.8843 2.2244 -3.5669
C -2.0438 1.2979 -2.9737
N -0.9898 1.6453 -2.2509
H 4.3606 -1.9131 2.1823
H 5.2733 0.3265 2.8117
H 4.3116 2.3310 1.7637
H 2.4969 -2.0097 0.5556
H 3.9646 3.7295 0.2906
H 2.9490 5.6055 -0.9451
H 0.7623 5.3018 -2.0197
H -1.1782 4.9708 -2.6539
H -3.2038 4.3273 -3.8753
H -3.7506 1.9027 -4.1220
H -2.2038 0.2325 -3.1075
C -2.6599 -2.6588 -1.4904
As -2.0581 -1.0951 -0.4804
C -3.7422 -0.1027 -0.6242
C -2.1890 -1.9051 1.3261
C -1.6023 -1.1519 2.5207
C -0.0894 -1.0422 2.3911
C -2.2209 0.2419 2.6633
As -1.6003 1.6860 1.4208
C -3.1157 2.8881 1.7638
C -0.3017 2.6328 2.5570
C -1.9830 -1.8739 3.8348
As -1.1853 -3.6484 4.3902
C -0.6110 -4.7808 2.8842
C 0.5273 -3.1921 5.2306
H -3.6190 -2.9755 -1.0739
H -1.9559 -3.4862 -1.4368
H -2.8155 -2.3988 -2.5397
H -4.4481 -0.4763 0.1173
H -4.1717 -0.2885 -1.6075
H -3.6243 0.9729 -0.4973
H -1.6881 -2.8723 1.2283
H -3.2578 -2.0906 1.4855
H 0.1482 -0.5017 1.4637
H 0.3698 -2.0282 2.3320
H 0.3294 -0.5030 3.2415
H -2.0151 0.6521 3.6559
H -3.3069 0.1791 2.5543
H -3.1953 3.0487 2.8390
H -4.0552 2.4720 1.4036
H -2.9589 3.8539 1.2830
H -0.7134 2.7557 3.5582
H -0.1352 3.6256 2.1387
H 0.6575 2.1231 2.6207
H -3.0661 -2.0133 3.8650
H -1.7188 -1.2468 4.6921
H -1.4662 -5.1867 2.3474
H -0.0547 -5.6134 3.3157
H 0.0389 -4.2388 2.1964
H 0.3896 -2.4300 5.9958
H 1.2457 -2.8452 4.4874
H 0.9291 -4.0827 5.7129
C 2.0461 -2.8831 -2.1492
C 0.9966 -2.2550 -1.3182
O 0.2946 -2.8103 -0.5075
H 2.3719 -3.8335 -1.7172
H 2.8890 -2.2160 -2.3039
H 1.5935 -3.0859 -3.1195
C 2.8787 -1.3780 -5.7379
C 2.3494 0.0362 -5.4646
C 1.7696 0.1244 -4.1697
N 1.3120 0.1320 -3.1158
H 3.3383 -1.4004 -6.7215
H 2.0670 -2.1013 -5.7249
H 3.6292 -1.6634 -5.0061
H 1.5910 0.2970 -6.2097
H 3.1591 0.7662 -5.5462

ii | ORCA calculation (wB97M-V/def2-TZVPD) on a structure of composition C31H46As3IrN4O.

The calculation puts the molecular weight at 907.7 g mol⁻¹. Its spin multiplicity is 6. As for the total charge: +3.

CARTESIAN COORDINATES (ANGSTROEM)
Ir -0.4414 -0.2446 0.6153
C -0.8157 0.3718 5.1372
C -1.8547 -0.4696 5.4992
C -2.5883 -1.0917 4.5011
C -2.2797 -0.8422 3.1696
N -1.2625 -0.0359 2.8265
C -0.5479 0.5426 3.7888
C -3.0421 -1.4475 2.0562
C -4.2950 -2.0361 2.1962
C -4.9400 -2.5094 1.0669
C -4.3408 -2.3847 -0.1804
C -3.0873 -1.8023 -0.2308
N -2.4614 -1.3649 0.8569
C -2.2919 -1.5512 -1.5312
C -3.0725 -1.8053 -2.7745
C -3.3390 -0.8060 -3.6529
C -2.8764 0.4962 -3.3915
C -2.0842 0.7116 -2.2458
N -1.7666 -0.2052 -1.3864
H -0.2281 0.8887 5.8829
H -2.0944 -0.6429 6.5398
H -3.3858 -1.7760 4.7537
H 0.2808 1.1608 3.4684
H -4.7783 -2.1069 3.1593
H -5.9242 -2.9519 1.1487
H -4.8494 -2.7092 -1.0762
H -3.4158 -2.8146 -2.9621
H -3.9092 -1.0071 -4.5500
H -3.1154 1.3168 -4.0518
H -1.6860 1.7023 -2.0461
C 0.8622 3.2395 1.8325
As 0.0206 2.4126 0.2797
C -1.3113 3.8118 -0.0346
C 1.3379 2.9562 -1.1198
C 2.3092 1.9182 -1.7046
C 1.5822 0.9169 -2.6066
C 3.0696 1.2084 -0.5668
As 2.1584 -0.2761 0.3857
C 3.0143 -1.8196 -0.4210
C 3.1499 -0.1862 2.0556
C 3.4357 2.6531 -2.4839
As 3.1293 3.5608 -4.2314
C 1.4112 4.4618 -4.3941
C 3.1586 2.2215 -5.6388
H 1.1693 4.2554 1.5848
H 1.7308 2.6788 2.1750
H 0.1330 3.2962 2.6400
H -0.7961 4.7531 -0.2272
H -1.9138 3.9246 0.8655
H -1.9775 3.5896 -0.8655
H 1.9161 3.7536 -0.6449
H 0.7564 3.4093 -1.9257
H 0.8452 0.3556 -2.0335
H 2.2897 0.2142 -3.0528
H 1.0501 1.4349 -3.4087
H 3.3646 1.9439 0.1863
H 3.9941 0.7611 -0.9407
H 4.0908 -1.6531 -0.4361
H 2.6446 -1.9927 -1.4284
H 2.7948 -2.6986 0.1817
H 4.2197 -0.1943 1.8489
H 2.8987 -1.0579 2.6572
H 2.9031 0.7123 2.6184
H 4.2339 1.9545 -2.7453
H 3.8851 3.4128 -1.8404
H 1.2974 5.2207 -3.6232
H 0.6057 3.7293 -4.3423
H 1.3859 4.9511 -5.3681
H 4.0475 1.6006 -5.5444
H 3.1857 2.7204 -6.6073
H 2.2600 1.6085 -5.5745
C -1.3299 -4.0032 -1.5664
C -1.0877 -2.5446 -1.3874
O -0.0138 -2.0834 -1.0657
H -0.8999 -4.3200 -2.5207
H -2.3823 -4.2755 -1.5515
H -0.7934 -4.5429 -0.7861
C 1.2502 -3.6049 4.9668
C 0.3166 -4.0236 3.8164
C 0.3625 -3.0627 2.7336
N 0.4084 -2.2672 1.9041
H 1.0770 -4.2506 5.8245
H 1.0659 -2.5737 5.2669
H 2.2942 -3.7034 4.6744
H -0.7156 -4.0863 4.1676
H 0.5983 -5.0062 3.4355

Which one is most stable, and which one is least stable? ii is the most stable of them, while i is the least stable.

i | ORCA calculation (wB97M-V/def2-TZVPD) on the molecule C4H3NS2.

The calculation puts the molecular weight at 129.2 g mol⁻¹. As for the SMILES: N#CC(C=S)C=S.

CARTESIAN COORDINATES (ANGSTROEM)
N 1.0713 -2.4773 0.2466
C 0.9130 -1.3918 -0.3925
C 0.3406 0.0673 -0.3523
C -0.9511 0.3096 -0.8812
S -1.2081 1.0460 -2.2365
C 0.0710 0.3723 1.1393
S 0.8183 1.6628 1.7297
H 1.3592 0.7017 -0.6905
H -1.8926 -0.0620 -0.2658
H -0.5215 -0.2286 1.7032

ii | ORCA calculation (wB97M-V/def2-TZVPD) on the molecule C4H3NS2.

The calculation puts the molecular weight at 129.2 g mol⁻¹. As for the SMILES: N#CC(=S)CC=S.

CARTESIAN COORDINATES (ANGSTROEM)
N -1.3760 2.6220 -0.3261
C -1.1795 1.4777 -0.2775
C -1.0414 -0.0090 -0.2129
S -2.1822 -1.1263 -0.4323
C 0.1847 -0.3264 0.6232
C 1.3339 -0.5151 -0.3034
S 2.8107 0.0544 -0.4024
H 0.2353 0.5885 1.1159
H -0.1316 -1.2539 1.1536
H 1.3462 -1.5119 -0.9382

Which one is most stable, and which one is least stable? ii is the most stable of them, while i is the least stable.

i | ORCA calculation (wB97M-V/def2-TZVPD) on a cluster of 2 separate species, C4H6I2 in total.

The calculation puts the molecular weight at 307.9 g mol⁻¹.

CARTESIAN COORDINATES (ANGSTROEM)
C -0.9819 -0.3711 1.1895
C -1.5291 0.8153 0.8621
C 1.1659 -0.7720 0.0528
C 1.0221 -0.2572 -1.3538
I -2.5820 1.1995 -0.8517
I 2.6504 0.0468 1.2326
H -0.5389 -0.5531 2.1178
H -1.2407 -1.2129 0.5643
H -1.1289 1.7323 1.2812
H -0.0246 -0.1955 -1.6597
H 1.5079 -1.0548 -1.8636
H 1.6798 0.6226 -1.5713

ii | ORCA calculation (wB97M-V/def2-TZVPD) on the molecule C4H6I2.

The calculation puts the molecular weight at 307.9 g mol⁻¹. As for the SMILES: C[C@]1(I)C[C@@H]1I.

CARTESIAN COORDINATES (ANGSTROEM)
C 1.1176 -0.6362 0.0455
C -0.3163 -0.2859 -0.5764
I -0.2639 -0.7128 -2.6671
C -1.0537 0.9255 -0.0473
C -1.5927 -0.4098 0.1358
I -1.3986 -1.2907 2.0719
H 1.7494 0.2330 -0.3509
H 1.5768 -1.5271 -0.4081
H 1.0439 -0.6990 1.0909
H -1.3919 1.5319 -0.9336
H -0.4938 1.4586 0.6921
H -2.4760 -0.7356 -0.4991

Which one is most stable, and which one is least stable? ii is the most stable of them, while i is the least stable.

i | ORCA calculation (wB97M-V/def2-TZVPD) on a cluster of 14 separate species, C5H33NO13 in total.

The calculation puts the molecular weight at 315.3 g mol⁻¹.

CARTESIAN COORDINATES (ANGSTROEM)
C -0.0519 -1.6670 -3.7215
C 0.3644 -0.9077 -2.5846
C 1.0222 0.3581 -2.7447
N 1.4114 0.6265 -1.4390
C 1.0348 -0.3329 -0.5638
C 0.4803 -1.4071 -1.2143
H -0.9197 -1.3762 -4.1904
H 0.5353 -1.6379 -4.7283
H -0.3158 -2.7148 -3.3579
H 1.0975 1.0931 -3.4921
H 2.2221 1.2904 -1.2129
H 1.0013 -0.2056 0.5486
H 0.0215 -2.4107 -0.9631
H -3.5935 1.1800 -1.1394
H -2.5330 0.7987 -2.1656
O -3.5167 0.7057 -1.9058
H -0.4880 -1.6813 3.7392
H 0.8526 -1.9279 4.3056
O -0.0528 -2.2291 4.3845
H 0.9001 3.3687 -2.9424
H 1.4248 3.8034 -1.4194
O 1.6852 3.2733 -2.3100
H -3.8313 -0.3000 0.7625
H -3.9224 0.5832 2.0402
O -3.3475 0.3209 1.3323
H -1.5105 1.7868 -0.0799
H -0.4994 2.2345 -1.0245
O -1.3127 2.4232 -0.7143
H 1.3071 -4.2353 0.0282
H 0.3034 -3.3280 0.3902
O 0.5094 -4.2814 0.3569
H -0.2929 0.8393 3.2540
H 1.1675 0.6111 2.8402
O 0.3995 0.1459 3.1679
H -4.1898 -1.1125 -1.1985
H -3.1595 -1.8999 -0.6358
O -4.0751 -1.5397 -0.3967
H -2.0604 -3.8641 -1.0328
H -1.7256 -3.0364 0.3509
O -1.8064 -2.9905 -0.5859
H 4.6810 1.8207 0.4585
H 3.3833 1.0111 1.0224
O 3.7740 1.5667 0.2565
H 2.9695 -1.3222 0.8150
H 2.3528 -0.9711 2.2223
O 2.8093 -0.6189 1.4685
H -0.6805 3.2988 3.7752
H -1.4617 2.1506 4.4215
O -0.8995 2.3363 3.6286
H 2.0654 3.3786 1.0116
H 3.4157 3.3602 0.1703
O 3.0554 3.6324 1.0116

ii | ORCA calculation (wB97M-V/def2-TZVPD) on a cluster of 13 separate species, C5H33NO13 in total.

The calculation puts the molecular weight at 315.3 g mol⁻¹.

CARTESIAN COORDINATES (ANGSTROEM)
C 1.3583 -1.4076 0.1037
N 0.3703 -1.8202 0.9030
C -0.3956 -3.0639 0.6731
C -1.5781 -3.0086 1.6505
C -1.2479 -1.8767 2.6478
C 0.0878 -1.2570 2.2238
O 2.1763 -0.5287 0.4699
H 1.5089 -1.8991 -0.8682
H -0.7484 -3.1131 -0.3465
H 0.2449 -3.9385 0.8183
H -1.6947 -3.9520 2.1566
H -2.4959 -2.7379 1.1095
H -1.1889 -2.2186 3.6981
H -2.0587 -1.1420 2.6729
H 0.8967 -1.5365 2.9314
H 0.0136 -0.1864 2.1867
H -0.6980 -1.4288 -4.2252
H -0.7467 0.1034 -4.5397
O -1.3012 -0.6970 -4.4095
H -1.9579 3.3465 -0.7241
H -1.2363 4.5929 -1.3084
O -1.0437 3.7381 -0.9101
H -0.0062 2.1863 -4.9764
H 0.4319 1.5388 -3.5932
O 0.3813 1.4059 -4.5716
H 1.2827 1.9040 -1.4266
H -0.1539 2.4632 -1.5469
O 0.4443 1.7532 -1.8835
H 3.6205 -3.7223 1.5584
H 3.5739 -2.4151 0.8269
O 3.3445 -3.3483 0.7125
H -2.5837 0.0508 -2.5313
H -1.9639 0.3565 -1.1363
O -2.7991 0.3565 -1.6269
H -3.1094 2.3514 0.4973
H -3.2557 1.8055 -0.9709
O -3.3275 2.6290 -0.4265
H 1.9642 1.1058 0.9963
H 2.8966 2.1774 1.6028
O 1.9965 2.0563 1.2818
H 2.0850 -3.9819 -0.7270
H 1.7205 -4.7285 -2.0089
O 1.4416 -3.9832 -1.4538
H -0.4958 3.7143 0.7416
H 0.5626 3.0201 1.6577
O -0.2799 3.5360 1.6909
H -1.5765 2.4953 2.0306
H -2.9190 2.3992 2.7667
O -2.4091 1.9514 2.0799
H 2.6398 -0.4242 2.1778
H 2.4624 0.6140 3.3263
O 2.9026 -0.2119 3.0977

Which one is most stable, and which one is least stable? ii is the most stable of them, while i is the least stable.